12
Properties=species:S:1:pos:R:3 method="wB97M-V/def2-TZVPD" spin_multiplicity=1 charge=0 e_above_lowest_kcal_mol=44.8 largest_force_ev_per_a=3.0 gap_ev=9.28 smiles="S[C@H]1C=NNC1"
S 2.411 0.138 -0.069
N -1.436 1.063 -0.105
N -1.549 -0.366 -0.075
C -0.195 1.301 0.140
C -0.280 -1.049 0.084
C 0.661 0.114 0.533
H -2.292 -0.806 -0.649
H 0.126 2.366 0.057
H -0.355 -1.904 0.791
H 0.087 -1.354 -0.942
H 2.048 0.392 -1.367
H 0.775 0.105 1.603


12
Properties=species:S:1:pos:R:3 method="wB97M-V/def2-TZVPD" spin_multiplicity=1 charge=0 e_above_lowest_kcal_mol=84.2 largest_force_ev_per_a=3.1 gap_ev="8.00 / 8.00"
S 1.644 1.486 -0.795
N 1.274 -0.342 0.260
N 0.708 -1.304 -0.241
C -0.996 0.421 0.097
C -0.652 -0.926 -0.628
C 0.440 0.908 0.482
H 2.266 -0.428 0.580
H 0.443 1.357 1.486
H -1.249 -1.692 -0.159
H -0.756 -0.722 -1.654
H -1.541 0.109 1.040
H -1.581 1.132 -0.467


13
Properties=species:S:1:pos:R:3 method="wB97M-V/def2-TZVPD" spin_multiplicity=1 charge=0 e_above_lowest_kcal_mol=37.0 largest_force_ev_per_a=3.9 gap_ev=8.77
S 3.038 0.176 -0.046
S -3.026 0.442 -0.048
N 1.608 -0.766 -0.088
N -0.721 -1.007 0.020
C 0.275 1.405 0.117
C -2.062 -0.910 0.014
C 0.477 -0.106 -0.031
H -0.307 1.580 1.053
H -0.353 -1.988 0.324
H 1.273 1.809 0.124
H 3.774 -0.952 0.410
H -0.424 1.680 -0.741
H -2.525 -1.938 0.207


13
Properties=species:S:1:pos:R:3 method="wB97M-V/def2-TZVPD" spin_multiplicity=1 charge=0 e_above_lowest_kcal_mol=56.0 largest_force_ev_per_a=5.1 gap_ev=8.73 smiles="C/C(=N/S)NC=S"
S -1.540 -1.894 0.922
S 0.243 2.954 -0.201
N 0.184 1.437 -1.140
N 0.226 0.183 0.866
C -0.562 -0.732 1.533
C 0.204 0.247 -0.540
C 0.196 -0.946 -1.447
H -0.510 -0.607 2.599
H 0.769 -1.754 -1.027
H 0.827 0.798 1.277
H 0.012 2.322 1.271
H -0.684 -1.522 -1.713
H 0.633 -0.486 -2.400


13
Properties=species:S:1:pos:R:3 method="wB97M-V/def2-TZVPD" spin_multiplicity=1 charge=0 e_above_lowest_kcal_mol=65.5 largest_force_ev_per_a=4.0 gap_ev=9.03 smiles="NN1C[C@H](S)C1=S"
S -0.853 2.406 -0.051
S 2.657 0.783 0.137
N -2.063 -0.583 0.378
N -0.871 -0.253 -0.378
C -0.201 0.976 -0.260
C 0.350 -1.065 -0.079
C 1.155 0.199 -0.615
H -2.084 0.073 1.067
H 0.484 -1.541 0.906
H 0.459 -1.905 -0.765
H 2.444 0.778 1.577
H -2.870 -0.283 -0.215
H 1.393 0.416 -1.702


13
Properties=species:S:1:pos:R:3 method="wB97M-V/def2-TZVPD" spin_multiplicity=1 charge=0 e_above_lowest_kcal_mol=45.2 largest_force_ev_per_a=5.4 gap_ev="7.46 / 7.46"
S 0.244 -1.828 -0.478
S -1.839 1.862 -0.362
N -2.248 -0.731 -0.894
N -0.166 -0.318 0.022
C 2.053 0.208 0.656
C 0.663 0.600 0.611
C -1.490 0.281 -0.394
H -3.068 -0.492 -1.321
H 2.378 -0.592 -0.110
H 2.184 -0.253 1.720
H 2.660 1.215 0.676
H 0.281 1.577 1.052
H -1.651 -1.529 -1.178


14
Properties=species:S:1:pos:R:3 method="wB97M-V/def2-TZVPD" spin_multiplicity=1 charge=0 e_above_lowest_kcal_mol=147.1 largest_force_ev_per_a=3.8 gap_ev="6.91 / 8.22"
S 1.537 -2.099 0.363
S -3.151 0.506 0.817
S -1.482 -0.746 -1.560
N -1.880 0.058 0.052
N 0.396 -0.671 0.336
C 1.010 0.579 -0.255
C 0.605 1.848 0.485
C -0.957 -1.008 0.144
H 0.923 0.683 -1.378
H 1.044 -2.337 -0.857
H 0.092 1.984 1.366
H 2.107 0.452 -0.289
H -1.299 -1.894 0.786
H 1.054 2.644 -0.010


14
Properties=species:S:1:pos:R:3 method="wB97M-V/def2-TZVPD" spin_multiplicity=1 charge=0 e_above_lowest_kcal_mol=152.9 largest_force_ev_per_a=7.7 gap_ev="6.69 / 7.78"
S -2.120 0.805 -0.725
S 0.482 0.372 -3.115
S -0.038 1.388 2.015
N 0.255 0.536 0.654
N 0.428 0.203 -1.596
C 0.615 -0.878 0.731
C -0.213 1.044 -0.644
C 0.675 -1.477 -0.636
H -0.082 -1.598 1.328
H 1.490 -1.878 -1.018
H 1.536 -0.878 1.268
H -2.081 -0.490 -0.252
H 0.044 2.165 -0.531
H -0.991 0.686 2.522


14
Properties=species:S:1:pos:R:3 method="wB97M-V/def2-TZVPD" spin_multiplicity=1 charge=0 e_above_lowest_kcal_mol=71.0 largest_force_ev_per_a=3.1 gap_ev="7.80 / 7.80"
S -0.486 -2.109 0.006
S -3.612 0.432 -0.549
S 0.422 1.116 -0.452
N -1.830 -0.113 1.212
N -2.264 -0.465 -1.067
C -1.290 -0.512 -0.018
C -2.958 0.391 1.087
C 0.931 0.443 -2.129
H -3.554 0.841 1.853
H -0.064 0.005 -2.421
H 1.916 -0.030 -2.118
H -0.083 -2.161 1.327
H -1.951 -0.212 -2.036
H 1.011 1.443 -2.598


12
Properties=species:S:1:pos:R:3 method="wB97M-V/def2-TZVPD" spin_multiplicity=1 charge=+1 e_above_lowest_kcal_mol=94.4 largest_force_ev_per_a=8.0 gap_ev=8.27 smiles="C[N+]1=CN=NC1"
N 0.093 -0.133 0.142
N -1.239 -0.446 -1.745
N -0.302 0.314 -2.073
C 0.562 0.624 -0.985
C -1.162 -0.890 -0.509
C 0.435 -0.074 1.489
H 1.375 -0.491 1.909
H 0.528 1.012 1.723
H 1.635 0.439 -1.262
H -0.517 -0.396 2.164
H -1.797 -1.652 0.007
H 0.388 1.694 -0.860